Molecular formula: C4H5NO
Method: DFT, ωB97M-V with the def2-TZVPD basis set

Geometry (Å):
C 0.71910 1.01277 -0.21900
C 1.01141 -0.27846 -0.03813
C 0.86671 -1.22584 -1.10793
N 0.70307 -1.97113 -1.97925
H 0.39260 1.39271 -1.18315
H 0.74900 1.71421 0.61038
H 1.29682 -0.66780 0.93561
C -1.43891 0.00094 0.75312
O -1.34912 -0.05581 1.95149
H -1.44623 0.95978 0.19123
H -1.50444 -0.88135 0.08564

- relative energy (zero: lowest compared OMol25 entry of this formula, charge and spin) (kcal/mol) = 53.3
- SMILES = C=CC#N.C=O
- largest force on an atom (eV/Å) = 1.09
- gap between HOMO and LUMO (eV) = 10.2653
- LUMO (eV) = 0.0646
- HOMO level (hartree) = -0.3749

Atomic partial charges in e from the natural (NBO) method, atoms 1 to 8: C -0.296; C -0.331; C 0.239; N -0.293; H 0.217; H 0.224; H 0.258; C 0.276

***

Molecular formula: C21H20N4O3S2
Method: DFT, ωB97M-V with the def2-TZVPD basis set

Geometry (Å):
C -5.91303 -0.76637 -0.28258
O -4.62123 -0.93808 0.23910
C -4.43421 -0.29798 1.47899
C -3.00717 -0.56772 1.95283
N -2.05141 -0.05453 0.99440
C -1.60137 -0.81704 -0.03422
S -2.00890 -2.51775 -0.06625
C -0.93954 -3.06001 -1.44157
C 0.43078 -2.51873 -1.33890
N 1.21085 -2.22169 -2.32815
N 2.36001 -1.77214 -1.79900
C 2.23798 -1.81932 -0.50704
C 3.20564 -1.39874 0.47870
C 2.90870 -1.46346 1.83878
C 3.84492 -1.04599 2.76564
C 5.07427 -0.56449 2.34482
C 5.36971 -0.49700 0.99122
C 4.44189 -0.91045 0.05597
O 1.02499 -2.31419 -0.14623
N -0.82222 -0.39455 -0.97680
C -0.41196 0.88114 -0.90088
S 0.67833 1.58226 -2.05073
C 0.62628 3.06879 -1.16162
C -0.17428 3.02434 -0.06489
C -0.78722 1.76149 0.11232
C -1.69360 1.30868 1.13133
O -2.14180 1.96030 2.05352
C -0.20115 4.33924 0.63915
C 0.96137 5.10819 -0.02960
C 1.25734 4.40079 -1.37268
H -5.93624 -1.29740 -1.23161
H -6.67092 -1.18495 0.39079
H -6.13719 0.29446 -0.44937
H -5.14463 -0.68296 2.22593
H -4.58917 0.78704 1.37877
H -2.84906 -1.64105 2.07346
H -2.83925 -0.04372 2.89698
H -1.37076 -2.74265 -2.38966
H -0.93955 -4.14985 -1.37750
H 1.94812 -1.83948 2.15872
H 3.61570 -1.09598 3.81978
H 5.80303 -0.24070 3.07308
H 6.32824 -0.12017 0.66716
H 4.64528 -0.86672 -1.00195
H -1.16183 4.83123 0.46995
H -0.07015 4.23350 1.71521
H 1.84390 5.04986 0.60763
H 0.71945 6.15928 -0.17388
H 0.78568 4.91837 -2.21266
H 2.32553 4.33462 -1.57987

- relative energy (zero: lowest compared OMol25 entry of this formula, charge and spin) (kcal/mol) = 51.2
- SMILES = COCCn1c(SCc2nnc(-c3ccccc3)o2)nc2sc3c(c2c1=O)CCC3
- largest force on an atom (eV/Å) = 1.65
- gap between HOMO and LUMO (eV) = 8.2694
- LUMO (eV) = 0.5024
- HOMO level (hartree) = -0.2854

Atomic partial charges in e from the natural (NBO) method, atoms 1 to 8: C -0.243; O -0.549; C -0.069; C -0.246; N -0.433; C 0.334; S 0.298; C -0.570

***

Molecular formula: C18H32NO3
Method: DFT, ωB97M-V with the def2-TZVPD basis set

Geometry (Å):
C -6.71715 -1.35044 0.48270
C -6.44765 -0.21954 -0.49401
O -5.51855 0.68391 0.10782
C -5.09024 1.76070 -0.71742
C -3.78720 1.43349 -1.45961
C -2.65917 1.15006 -0.47166
N -3.00149 -0.04823 0.33344
C -2.18370 -0.21704 1.56628
C -0.75497 -0.49574 1.19405
C 0.26387 0.39956 1.46245
C 1.56115 0.10614 1.07788
C 1.88535 -1.06813 0.40558
O 3.13729 -1.40038 0.01569
C 4.23141 -0.52779 0.25594
C 4.28962 0.60844 -0.76722
C 5.41386 1.62524 -0.52167
C 5.19549 2.42525 0.76149
C 6.79073 0.96584 -0.51407
C 0.84403 -1.98711 0.12152
O 0.93804 -3.16791 -0.53092
C 2.18240 -3.73874 -0.89062
C -0.44800 -1.67611 0.52720
H -7.49175 -1.99676 0.08283
H -7.05637 -0.94590 1.43203
H -5.82342 -1.94663 0.65395
H -7.37403 0.32184 -0.71369
H -6.03994 -0.60695 -1.43696
H -4.93137 2.60864 -0.04483
H -5.87665 2.02914 -1.42754
H -3.93480 0.57573 -2.11886
H -3.51631 2.28521 -2.08131
H -2.54971 1.99395 0.21251
H -1.70581 0.99115 -0.97862
H -4.04150 0.05512 0.53013
H -2.86294 -0.88624 -0.24140
H -2.26286 0.69074 2.16518
H -2.60399 -1.05069 2.13370
H 0.06208 1.32254 1.98319
H 2.33353 0.81893 1.31174
H 5.10574 -1.17304 0.14908
H 4.19984 -0.15090 1.28250
H 4.42199 0.16281 -1.75561
H 3.33184 1.13536 -0.77374
H 5.38027 2.32802 -1.36208
H 5.29537 1.79455 1.64168
H 5.93811 3.21536 0.83488
H 4.21001 2.88717 0.76873
H 6.92959 0.35281 -1.40117
H 6.92030 0.34129 0.36614
H 7.56655 1.72699 -0.50251
H 1.92983 -4.70879 -1.31699
H 2.70216 -3.13599 -1.63637
H 2.82544 -3.87931 -0.02115
H -1.20636 -2.41757 0.31977

- relative energy (zero: lowest compared OMol25 entry of this formula, charge and spin) (kcal/mol) = 5.7
- SMILES = CCOCCC[NH2+]Cc1ccc(OCCC(C)C)c(OC)c1
- largest force on an atom (eV/Å) = 0.81
- gap between HOMO and LUMO (eV) = 8.5596
- net charge = +1
- LUMO (eV) = -2.2749
- HOMO level (hartree) = -0.3982

Atomic partial charges in e from the natural (NBO) method, atoms 1 to 8: C -0.627; C -0.065; O -0.570; C -0.073; C -0.452; C -0.227; N -0.534; C -0.232

***

Question: Among the records above, which one has the lowest LUMO?
Answer: C18H32NO3